Computed, not measured: C4H8N2O as an isolated structure, with the ωB97M-V functional and the def2-TZVPD basis.

Geometry as XYZ:
```
15
Properties=species:S:1:pos:R:3:forces:R:3
O 0.01783 2.11891 0.00076 0.0656 0.1524 -0.1046
N 1.81463 1.01471 -1.09017 -0.3323 0.0517 0.2570
N -0.46097 -0.85041 0.73165 0.1385 0.1372 0.0830
C 0.35591 -2.03366 0.49834 0.0938 -0.2049 -0.0339
C -0.49609 0.08680 -0.36637 -0.1287 0.0235 -0.1096
C -1.23421 1.38339 0.00056 -0.3708 -0.0404 0.0634
C 0.67789 1.04883 -0.55944 0.4388 -0.0915 -0.1781
H -0.13454 -0.37032 1.56653 -0.0779 -0.0819 -0.0736
H 1.40821 -1.81936 0.25898 -0.1580 0.0019 0.0195
H -1.71366 1.38246 0.98178 0.0795 0.0226 -0.0990
H -1.89984 1.79285 -0.76273 0.0080 -0.1252 0.0976
H 2.22928 1.94933 -1.04885 0.1019 -0.1391 -0.0030
H -0.07324 -2.61405 -0.32601 0.0617 0.1102 0.0926
H -0.80734 -0.42973 -1.27946 0.0287 0.1159 0.1295
H 0.31614 -2.65975 1.39443 0.0512 0.0674 -0.1407
```
Forces are in eV/Å.

Calculated values
- total charge = 0
- multiplicity = 1
- ΔE to the lowest compared entry with this formula, charge and spin (kJ/mol) = 219.7
- orbital gap (eV) = 10.25
- LUMO level (eV) = 1.036



Computed, not measured: C39H50N12O4PS2ScSi as an isolated structure, with the ωB97M-V functional and the def2-TZVPD basis.

Geometry as XYZ:
```
110
Properties=species:S:1:pos:R:3:forces:R:3
Sc 1.68634 1.20803 0.13312 0.7635 -0.4035 -0.0187
S 3.24389 0.35042 2.57528 -0.0654 0.1388 0.0127
S 3.42666 3.10013 0.63804 -0.2506 -0.1181 0.1657
P -0.98780 -1.22932 -1.43461 0.0675 -0.0468 -0.1420
Si 0.08841 3.37014 -0.42640 0.3065 -0.2725 -0.0360
O -4.34161 -1.73964 5.65915 0.0819 -0.1042 -0.0043
O -2.42643 -1.31798 6.64313 0.0082 -0.1227 -0.0252
O 0.62025 1.28698 1.91369 -0.6628 0.3247 0.0269
O -0.34051 -0.31717 -0.18469 0.1362 0.4397 0.1395
N -2.55520 -1.16202 -2.08284 -0.2182 0.0681 0.0904
N 3.83802 0.11116 -0.49611 0.0703 0.0376 -0.0768
N 5.37741 0.80525 -2.00435 0.0758 -0.0204 0.0970
N 5.95234 0.35957 -0.85084 0.1461 0.1131 -0.1099
N 2.08243 1.44858 -4.73690 -0.1650 -0.0194 0.0061
N 4.07241 3.54130 7.76490 0.0071 -0.0192 0.0563
N -3.11057 -1.43785 5.59557 -0.1409 0.3367 0.0984
N 1.72428 0.58614 -2.02389 0.0512 0.1829 0.1009
N -1.48051 -2.06973 0.02409 -0.0538 -0.2085 0.2214
N -0.50331 0.01983 -2.57031 -0.2726 0.2124 0.0281
N 4.20277 6.87992 5.37451 0.0178 0.0413 0.0156
N -0.12370 -2.50739 -2.14088 -0.0075 -0.1518 0.0889
C 3.09314 1.38393 -3.88943 0.0050 -0.0150 0.0428
C -0.25522 -2.88052 2.47461 -0.0058 -0.0105 -0.0031
C -1.48966 -3.45659 0.40838 -0.0057 0.0365 0.0307
C -1.73770 3.21312 -0.94399 -0.2134 -0.1153 -0.0577
C -0.04507 0.94635 2.87334 0.1121 0.0072 0.2609
C 3.81308 4.51385 4.38416 0.0625 0.4080 0.1191
C 3.55479 2.13695 4.60582 -0.0127 -0.1647 -0.1103
C -0.66204 -3.39492 -3.15114 0.1485 0.1228 -0.1599
C 0.90132 0.94673 -4.24251 0.1520 0.0175 -0.0411
C 3.92376 3.46915 6.62653 -0.0462 0.0197 -0.4187
C -0.12386 -1.41534 2.04965 -0.0605 -0.0112 0.0580
C -2.26867 -0.15234 1.31952 -0.0666 -0.0018 -0.0581
C -3.33707 -0.99384 1.95590 0.0066 0.0723 0.0105
C 1.61257 -3.55032 -4.20050 0.0004 -0.0420 0.0079
C 3.66933 4.36917 3.01231 -0.0157 -0.0063 -0.1389
C 5.03836 -0.02456 0.03056 -0.1838 -0.0626 0.0597
C -0.28578 -3.81095 1.26820 0.0089 0.0360 0.0649
C 3.49270 3.12574 2.39713 0.0361 0.0000 -0.0723
C -2.52155 -1.13800 4.35453 0.1419 -0.0444 -0.0239
C 2.13272 -2.56597 -3.15711 -0.0302 0.0306 -0.0381
C -5.53534 -0.84991 -2.32926 0.0003 0.0134 0.0117
C 4.09303 0.63306 -1.73829 -0.2510 -0.0573 -0.2325
C -3.20294 0.08465 -2.56107 0.0355 -0.1949 -0.0330
C -0.20326 -0.48145 3.27552 -0.0012 -0.0661 0.1057
C -0.01734 4.43734 1.13451 -0.0416 0.0988 0.2140
C 0.72770 0.53337 -2.93455 0.0976 -0.0649 -0.0344
C 0.12785 -3.30638 -4.45695 0.0157 0.0362 -0.0055
C 3.75628 3.37523 5.19415 0.0428 -0.0353 0.4387
C 1.30465 -2.66802 -1.88139 -0.0798 -0.1287 0.0316
C 3.42971 1.96374 3.21828 -0.0215 -0.0153 0.0301
C -3.41583 -1.38375 3.23256 0.0553 -0.0080 -0.0119
C -3.52659 -2.19332 -1.67865 0.0814 0.0545 -0.0786
C -4.57214 0.27501 -1.92570 -0.0251 0.0098 0.0243
C -1.07135 -1.01696 0.90751 0.2038 0.0251 -0.1793
C -4.74340 -2.13527 -2.59067 -0.0212 -0.0176 -0.0067
C 2.97069 0.91632 -2.58925 -0.0109 -0.0285 0.0038
C 4.02704 5.82679 4.94545 -0.0747 -0.3553 -0.1489
C 0.77834 4.54602 -1.73818 0.0825 0.1230 -0.1578
C -1.19772 -0.71342 4.38359 -0.1052 -0.0341 -0.1118
H 3.51006 1.25856 5.23630 -0.0027 -0.0034 -0.0106
H -5.36400 -3.01760 -2.42041 -0.0034 0.0047 -0.0041
H -6.25775 -1.02081 -1.52761 -0.0137 0.0172 -0.0107
H -0.44613 1.71997 3.54721 0.0280 -0.0458 0.0136
H -3.06924 -3.17859 -1.75167 0.0488 -0.0176 -0.0002
H -4.95415 1.25405 -2.22015 -0.0306 -0.0037 0.0104
H -1.81901 2.87650 -1.98288 0.0252 0.0235 0.0274
H 1.47656 -3.65821 -1.42955 -0.0008 -0.0248 0.0062
H -0.00372 -2.30380 -4.87857 0.0036 -0.0131 -0.0020
H -0.59433 5.34942 0.93984 0.0173 0.0103 0.0434
H -2.56925 0.93103 -2.32917 0.0155 0.0243 0.0661
H 0.59018 -3.11013 3.12820 -0.0106 -0.0102 0.0106
H -0.63020 -4.43753 -2.78946 0.0193 -0.0003 0.0340
H -6.10824 -0.57011 -3.21707 0.0161 0.0022 -0.0088
H -1.15844 -3.01803 3.07417 0.0010 0.0017 -0.0458
H 0.06260 0.88939 -4.92842 0.0046 0.0095 -0.0321
H -0.79555 -0.60693 5.37890 -0.0021 0.0053 0.0138
H -1.70452 -3.14772 -3.34092 -0.0262 0.0356 0.0237
H 0.98367 4.72126 1.47041 -0.0329 0.0114 -0.0065
H 3.18317 -2.75690 -2.92228 -0.0034 -0.0143 0.0058
H 1.82468 4.78175 -1.52468 -0.0344 0.0238 -0.0082
H 1.64097 -1.92146 -1.16220 -0.0389 0.0338 0.0254
H 5.25528 -0.35671 1.03131 -0.0251 0.0294 0.0118
H -0.49938 3.90326 1.96090 -0.0055 0.0353 -0.0330
H 0.73409 4.09929 -2.73718 0.0029 0.0155 0.0262
H -4.40864 -2.17708 -3.63193 -0.0012 -0.0006 0.0102
H -3.82624 -2.07578 -0.63433 -0.0342 0.0126 -0.0020
H 0.88632 -1.30417 1.64122 0.0200 0.0018 -0.0432
H -2.22450 4.19268 -0.86607 -0.0372 -0.0290 -0.0244
H 3.70555 5.25046 2.38509 0.0005 -0.0123 -0.0028
H -4.28728 -1.95717 3.51786 0.0170 -0.0217 0.0044
H -0.27052 -4.02838 -5.17699 0.0042 -0.0025 0.0040
H 2.18345 -3.46819 -5.12820 -0.0027 0.0100 -0.0038
H -2.29461 2.50720 -0.31703 0.0130 0.0538 -0.0253
H 0.62970 -3.69929 0.67898 0.0087 -0.0148 0.0143
H 2.06693 -1.54805 -3.54941 0.0224 -0.0272 -0.0058
H -4.14103 -1.31676 1.30217 0.0227 -0.0180 -0.0078
H -2.01215 0.68231 1.97494 0.0762 -0.0318 -0.0018
H 4.07238 1.69858 -4.23690 -0.0056 -0.0233 -0.0108
H 0.79334 -0.59098 3.75064 -0.0145 -0.0451 0.0095
H -2.63793 0.30354 0.39782 -0.0787 -0.0367 0.0372
H -1.03971 -0.11574 -3.41486 0.0106 0.0493 -0.0336
H -4.46054 0.30171 -0.83841 0.0258 -0.0058 -0.0333
H 1.74407 -4.57660 -3.83086 0.0140 0.0091 -0.0183
H -3.32057 0.05898 -3.65451 0.0223 -0.0006 -0.0189
H 6.94351 0.44477 -0.71754 -0.0253 -0.0319 -0.0153
H -1.52449 -4.06744 -0.49662 0.0868 0.0257 -0.0253
H -0.35084 -4.85264 1.59496 -0.0057 -0.0083 -0.0013
H 0.20759 5.48331 -1.75145 0.0347 -0.0038 -0.0497
H -2.40117 -3.67630 0.98316 -0.0372 -0.0389 -0.0393
```
Forces are in eV/Å.

Calculated values
- total charge = -2
- multiplicity = 1
- ΔE to the lowest compared entry with this formula, charge and spin (kJ/mol) = 418.6
- orbital gap (alpha / beta) (eV) = 4.88 / 4.69
- LUMO level (alpha / beta) (eV) = 3.614 / 3.614